[1]
# C6H11N

A cluster of 2 separate species, C6H11N in total at a distorted geometry (the ωB97M-V functional and the def2-TZVPD basis, OMol25).

- E_LUMO: 0.9360 eV
- E: -7886.600 eV
- SMILES: C=C=C(C)C.C=N
- Frontier orbital gap: 10.01 eV

Structure (ORCA input):
```
! RIJCOSX wB97M-V def2-TZVPD def2/J DEFGRID3
* xyz 0 1
C 0.66780 -1.91711 1.13066
C 0.22822 -0.84635 0.51453
C 0.41996 0.25384 -0.26328
C 1.09058 1.47512 0.34092
C 0.62032 0.07309 -1.75794
H 0.02090 -2.56544 1.70813
H 1.71502 -2.19928 1.08437
H 0.70423 2.38917 -0.11293
H 0.92746 1.53050 1.41661
H 2.16840 1.44030 0.16618
H 0.13731 -0.83405 -2.11974
H 1.68581 0.00320 -1.99122
H 0.20869 0.92346 -2.30615
C -2.44826 -0.14130 0.64749
N -2.25195 0.84494 -0.05506
H -1.40264 -0.77719 0.82735
H -3.39120 -0.46668 1.06773
H -1.10066 0.81380 -0.29764
*
```

=====

[2]
# C6H11N

A cluster of 2 separate species, C6H11N in total at a distorted geometry (the ωB97M-V functional and the def2-TZVPD basis, OMol25).

- E_LUMO: 0.9613 eV
- E: -7888.869 eV
- SMILES: C=C(CC)CC#N.[H][H]
- Frontier orbital gap: 11.04 eV

Structure (ORCA input):
```
! RIJCOSX wB97M-V def2-TZVPD def2/J DEFGRID3
* xyz 0 1
C -0.25910 -0.90704 -1.35772
C -0.07327 -0.46431 -0.11678
C -0.14302 0.97671 0.32248
C -0.63959 1.96428 -0.72425
C 0.22734 -1.43812 1.00861
C -0.94407 -1.52491 1.89076
N -1.90339 -1.53595 2.53672
H -0.17875 -1.96473 -1.59722
H -0.50332 -0.23749 -2.17699
H -0.78282 1.03214 1.21423
H 0.86195 1.26896 0.66458
H -0.00039 1.96255 -1.61380
H -0.64109 2.97927 -0.31580
H -1.66105 1.72320 -1.03633
H 1.08643 -1.09600 1.60134
H 0.46703 -2.43516 0.62619
H 2.93532 -0.09093 -0.24395
H 2.41700 -0.21235 -0.76486
*
```

=====

[3]
# C6H11N

An isolated molecule of C6H11N at a distorted geometry (the ωB97M-V functional and the def2-TZVPD basis, OMol25).

- E_LUMO: 1.1396 eV
- E: -7887.819 eV
- SMILES: CC[C@H](C)[C@@H]1C=N1
- Frontier orbital gap: 10.57 eV

Structure (ORCA input):
```
! RIJCOSX wB97M-V def2-TZVPD def2/J DEFGRID3
* xyz 0 1
C -2.01283 -0.10184 0.58687
C -1.05722 0.84963 -0.12399
C 0.39180 0.49163 0.10439
C 1.40780 1.38686 -0.56401
C 0.74599 -1.20053 -0.45707
C 1.04147 -2.25420 0.46680
N 2.06630 -1.77792 -0.09025
H -1.74987 -0.18055 1.64136
H -1.95995 -1.09350 0.14595
H -3.03652 0.25907 0.51460
H -1.28564 0.87908 -1.19294
H -1.20622 1.85995 0.27074
H 0.59497 0.42462 1.17693
H 1.20553 1.48375 -1.62801
H 2.40584 0.97328 -0.43545
H 1.38823 2.38022 -0.11408
H 0.35357 -1.38032 -1.44836
H 0.70673 -2.99922 1.14651
*
```

=====

[4]
# C6H11N

An isolated molecule of C6H11N at a distorted geometry (the ωB97M-V functional and the def2-TZVPD basis, OMol25).

- E_LUMO: 1.0757 eV
- E: -7888.368 eV
- SMILES: C/C=N/C(C)=C/C
- Frontier orbital gap: 9.18 eV

Structure (ORCA input):
```
! RIJCOSX wB97M-V def2-TZVPD def2/J DEFGRID3
* xyz 0 1
C -3.20671 0.91187 0.42827
C -1.97859 0.12336 0.15190
N -0.80819 0.65502 0.18642
C 0.42293 0.08730 -0.11252
C 0.64866 -0.65020 -1.42610
C 1.37037 0.47620 0.73320
C 2.80973 0.07532 0.57669
H -3.52061 0.97855 1.46451
H -4.05923 0.64844 -0.26225
H -2.98100 1.98017 0.11251
H -2.17990 -0.95450 -0.07568
H 1.57447 -1.38415 -1.16434
H 0.89904 0.05170 -2.13852
H -0.12709 -1.27816 -1.70326
H 1.10826 1.08034 1.53258
H 3.32280 0.77015 -0.01775
H 2.74171 -0.91806 0.19994
H 3.47100 -0.17311 1.46370
*
```

=====

[5]
# C6H11N

A cluster of 2 separate species, C6H11N in total at a distorted geometry (the ωB97M-V functional and the def2-TZVPD basis, OMol25).

- E_LUMO (alpha / beta): 0.9867 / -1.9876 eV
- <S²>: 2.0065
- E: -7882.179 eV
- Frontier orbital gap (alpha / beta): 5.67 / 7.79 eV

Structure (ORCA input):
```
! RIJCOSX wB97M-V def2-TZVPD def2/J DEFGRID3
* xyz 0 3
C -2.94610 0.09868 0.33248
C 2.30157 -1.32577 0.78018
C -1.58492 -0.22904 -0.31962
C 2.40009 -0.92464 -0.35928
C 2.63909 -0.32191 -1.63089
C -0.24784 1.15136 0.98008
N -0.42066 0.16939 -0.07577
H -3.34579 -0.83118 0.71587
H -3.68977 0.56598 -0.28517
H -2.71730 0.74883 1.10403
H 2.01123 -1.71372 1.63877
H -1.61902 -0.94063 -1.13639
H 2.15953 -0.99305 -2.29271
H 3.63223 -0.20573 -1.93285
H 2.01575 0.64187 -1.52648
H -0.07667 2.22833 0.63747
H -1.15388 1.00681 1.79021
H 0.64247 0.87441 1.58006
*
```

=====

[6]
# C6H11N2

The ion C6H11N2 with charge +1 at a distorted geometry (the ωB97M-V functional and the def2-TZVPD basis, OMol25).

- E_LUMO: -4.7866 eV
- E: -9369.348 eV
- SMILES: CN1[C@@H]2C=[N+](C)[C@@]21C
- Frontier orbital gap: 9.21 eV

Structure (ORCA input):
```
! RIJCOSX wB97M-V def2-TZVPD def2/J DEFGRID3
* xyz 1 1
C 0.87097 2.23513 0.04215
N -0.29888 1.40238 0.07652
C -0.88690 0.63774 1.20212
C 0.15313 -0.39107 1.56623
N 0.47218 -0.83146 0.40147
C 1.18441 -1.88358 -0.16943
C -0.59700 0.15375 -0.32229
C -1.44202 -0.43364 -1.37758
H 1.48587 1.89575 -0.69871
H 0.52897 3.27624 -0.31127
H 1.43039 2.36810 0.98453
H -1.67014 0.99970 1.70044
H 0.20429 -1.05077 2.42404
H 1.68657 -1.54922 -1.13055
H 0.36806 -2.67166 -0.36971
H 1.74379 -2.37054 0.61522
H -0.91817 -0.71798 -2.34683
H -2.44797 0.25236 -1.42494
H -1.86756 -1.32124 -0.86140
*
```

=====

[7]
# C6H11N2

A structure of composition C6H11N2 at a distorted geometry (the ωB97M-V functional and the def2-TZVPD basis, OMol25).

- E_LUMO: -3.1010 eV
- E: -9372.703 eV
- Frontier orbital gap: 10.83 eV

Structure (ORCA input):
```
! RIJCOSX wB97M-V def2-TZVPD def2/J DEFGRID3
* xyz 1 1
C -0.23634 0.00338 -1.97551
C 0.83479 0.49104 -1.36057
C -1.29888 -0.83744 -1.32478
C 0.09318 0.06640 1.99292
C 0.87142 1.07854 1.13981
C -0.23767 -0.83354 0.81294
N -1.33157 -0.56778 0.10812
N 1.15472 0.16188 -0.00531
H -0.37993 0.22905 -3.02014
H 1.54612 1.12510 -1.87643
H -2.27886 -0.60764 -1.75056
H -1.09961 -1.90056 -1.49280
H 0.72070 -0.43541 2.72570
H -0.78779 0.46097 2.49602
H 0.24730 1.90300 0.79496
H 1.77419 1.49000 1.59017
H 0.15162 -1.84403 0.74420
H -1.81010 0.29745 0.33779
H 2.06671 -0.28043 0.06347
*
```

=====

[8]
# C6H11N2

A cluster of 2 separate species, C6H11N2 in total at a distorted geometry (the ωB97M-V functional and the def2-TZVPD basis, OMol25).

- E_LUMO (alpha / beta): -5.1804 / -5.1799 eV
- E: -9367.627 eV
- Frontier orbital gap (alpha / beta): 8.24 / 8.24 eV

Structure (ORCA input):
```
! RIJCOSX wB97M-V def2-TZVPD def2/J DEFGRID3
* xyz 1 1
C -0.15029 -0.91537 -0.26111
C 3.88557 0.95559 1.55467
C 0.97363 -1.60586 -0.71903
C -3.27617 0.96360 -0.60279
C -1.07626 -0.10593 0.07870
C -2.63500 -0.34568 -0.11197
N 3.11094 0.09081 -0.57198
N 3.46590 0.56857 0.43809
H 4.73640 0.55120 1.94695
H 3.45864 2.01217 1.91254
H 1.30865 -2.50088 -0.20180
H 2.01272 -0.82108 -0.50472
H -3.36968 1.48570 0.34585
H -4.30142 1.03161 -0.99923
H -2.63215 1.50274 -1.16023
H 1.06330 -1.87879 -1.75729
H -0.95605 0.82755 0.65440
H -3.11841 -0.62866 0.80492
H -2.50031 -1.18728 -0.84595
*
```

=====

[9]
# C6H11N2

The ion C6H11N2 with charge +1 at a distorted geometry (the ωB97M-V functional and the def2-TZVPD basis, OMol25).

- E_LUMO (alpha / beta): -4.9501 / -5.7482 eV
- E: -9368.776 eV
- Frontier orbital gap (alpha / beta): 8.48 / 8.20 eV

Structure (ORCA input):
```
! RIJCOSX wB97M-V def2-TZVPD def2/J DEFGRID3
* xyz 1 1
C 0.48622 0.71486 0.34408
C 2.38583 1.76562 1.47706
C -1.06896 -0.21981 -1.34311
C -0.04452 -1.42811 -1.38787
C -0.88467 0.43707 -0.02452
C -1.56692 -0.22651 1.24389
N 1.38762 1.18211 0.91095
N 1.28177 -0.92854 -1.19829
H 2.33894 1.85006 2.58537
H 3.25718 2.11078 0.86667
H -0.95798 0.37201 -2.21986
H -2.04176 -0.58554 -1.52578
H -0.37292 -2.25595 -0.76919
H 0.02043 -1.59962 -2.44544
H -1.27143 1.47703 -0.19820
H -0.70864 -0.82152 1.74444
H -2.35030 -0.90671 0.80850
H -1.89681 0.61554 1.90306
H 2.00691 -1.55276 -0.77177
*
```

=====

[10]
# C6H11N2

The ion C6H11N2 with charge +1 at a distorted geometry (the ωB97M-V functional and the def2-TZVPD basis, OMol25).

- E_LUMO: -7.7383 eV
- E: -9367.969 eV
- Frontier orbital gap: 6.63 eV

Structure (ORCA input):
```
! RIJCOSX wB97M-V def2-TZVPD def2/J DEFGRID3
* xyz 1 1
C -1.15604 2.05842 0.44142
C 0.08752 1.67582 -0.36237
C 0.95640 0.75801 0.50812
C 0.24993 -0.59943 0.42937
C -0.89921 -0.71468 0.98060
N 0.34915 -1.93966 -2.11205
C 0.67004 -2.49321 -1.03983
N 0.98241 -1.81482 0.19076
H -1.97332 2.28560 -0.24530
H -1.55586 1.08311 0.85997
H -0.93061 2.90481 1.08079
H 0.67974 2.55840 -0.60166
H -0.31423 1.12057 -1.20924
H 0.83030 1.09968 1.53352
H 1.96477 0.48993 0.19807
H -1.58326 -1.48290 1.33666
H 0.02949 -0.97433 -2.04184
H 0.62495 -3.57477 -0.93901
H 0.98782 -2.44055 0.99202
*
```

=====

[11]
# C6H11N2O

The ion C6H11N2O with charge +1 at a distorted geometry (the ωB97M-V functional and the def2-TZVPD basis, OMol25).

- E_LUMO: -4.9455 eV
- E: -11418.534 eV
- SMILES: OC1=[N+]2CCC[C@@H](C2)N1
- Frontier orbital gap: 9.07 eV

Structure (ORCA input):
```
! RIJCOSX wB97M-V def2-TZVPD def2/J DEFGRID3
* xyz 1 1
O 2.30140 -1.39060 -0.03091
C 1.23007 -0.70217 -0.25533
N 0.97770 0.50306 -0.73418
C 0.78545 1.43488 0.42588
C -0.13097 0.68951 1.44806
C -1.41902 0.11558 0.70284
C -1.11847 -0.59570 -0.69689
C -0.23375 0.38862 -1.56450
N -0.14238 -1.61005 -0.64961
H 2.22911 -2.41077 -0.04884
H 0.48259 2.40820 0.15693
H 1.74554 1.54846 1.00265
H -0.33384 1.33603 2.35780
H 0.45581 -0.17831 1.73965
H -2.02696 -0.49489 1.44183
H -2.03807 0.96885 0.49500
H -1.93657 -0.73554 -1.36244
H -0.00566 -0.15299 -2.55011
H -0.67451 1.34472 -1.75200
H -0.14746 -2.46690 -0.12582
*
```

=====

[12]
# C6H11N2O

A structure of composition C6H11N2O at a distorted geometry (the ωB97M-V functional and the def2-TZVPD basis, OMol25).

- E_LUMO: -3.2495 eV
- E: -11419.277 eV
- Frontier orbital gap: 8.98 eV

Structure (ORCA input):
```
! RIJCOSX wB97M-V def2-TZVPD def2/J DEFGRID3
* xyz 1 1
C 2.67609 0.69960 -0.21568
C 1.25507 0.94986 -0.17858
C 2.79985 -0.63704 0.04977
C 0.61755 -0.21141 0.09679
C -1.84496 0.42509 1.18802
C -1.28034 -0.38020 -0.00403
N 1.56622 -1.15579 0.22459
N -1.42682 0.44031 -1.26870
O -1.55506 -1.69069 -0.26911
H 3.48074 1.37900 -0.28340
H 0.80590 1.93927 -0.01971
H 3.84459 -1.03601 0.34562
H -2.85924 0.21173 1.24986
H -1.33837 0.02445 1.97332
H -1.64650 1.43520 1.11546
H 1.39043 -2.07379 0.38957
H -0.53101 0.95801 -1.31153
H -1.46366 -0.23086 -2.05721
H -2.26283 1.04880 -1.29064
H -2.22767 -2.09553 0.26561
*
```

=====

> Among the records above, which one has the lowest E?

number 12

=====

> What is the E in the seventh record?

-9372.703 eV

=====

> The lowest E belongs to which entry?

number 12